1.
Below is a 4-piece molecular cluster, C12H29ClO8P2S3 overall at a distorted geometry, with properties calculated with ωB97M-V/def2-TZVPD.

```
! RIJCOSX wB97M-V def2-TZVPD def2/J DEFGRID3
* xyz 0 1
O -6.38750 3.36425 -0.70468
P -8.04630 3.36071 -1.10175
P -10.17555 3.57153 -1.74424
O -10.90473 2.15516 -1.22586
Cl -10.96988 5.13671 -0.55817
H -6.28685 2.66588 -0.03848
H -8.37088 3.83630 0.21300
H -8.08198 1.94714 -1.29708
H -7.71211 4.17637 -2.22249
H -10.50535 1.87308 -0.38337
C -1.02814 1.23383 -1.51394
C -2.04680 0.08943 -1.46253
C -3.21708 0.55504 -0.58918
S -3.27536 2.34387 -0.73880
O -2.96776 2.92345 0.54725
O -4.45346 2.72429 -1.48093
C -1.83751 2.49578 -1.79112
H -0.27161 1.06794 -2.27861
H -0.52354 1.31950 -0.55644
H -2.40513 -0.12623 -2.47295
H -1.60370 -0.82648 -1.07044
H -4.16445 0.13697 -0.92478
H -3.05464 0.31100 0.46025
H -1.30055 3.41188 -1.55241
H -2.18548 2.52216 -2.82444
C 3.81108 0.56511 2.37605
C 4.71915 0.98362 1.21614
C 4.03861 0.54312 -0.08140
S 2.28140 0.53621 0.25067
O 1.79770 -0.82746 0.17074
O 1.64491 1.60936 -0.47817
C 2.40351 0.99302 1.97470
H 4.11578 1.02445 3.31619
H 3.85088 -0.52049 2.50249
H 4.83649 2.07074 1.22083
H 5.71391 0.54644 1.30444
H 4.24462 1.23138 -0.89992
H 4.33843 -0.48353 -0.36362
H 1.62182 0.49549 2.54625
H 2.28532 2.07491 2.04023
C 4.96348 -5.47268 0.61976
C 3.55730 -4.86712 0.54386
C 3.62365 -3.46992 1.17010
S 5.30342 -2.89390 0.92779
O 5.93806 -2.76103 2.21518
O 5.30546 -1.81254 -0.03785
C 5.91149 -4.37894 0.14146
H 5.05106 -6.37171 0.01010
H 5.19447 -5.74171 1.65367
H 3.25172 -4.78700 -0.50219
H 2.82172 -5.49002 1.05228
H 2.93337 -2.77675 0.69032
H 3.43215 -3.50121 2.24218
H 6.94747 -4.54984 0.42735
H 5.83786 -4.23761 -0.93743
*
```

Results
- Structure (SMILES): O=S1(=O)CCCC1.O=S1(=O)CCCC1.O=S1(=O)CCCC1.O[PH3]P(O)Cl
- LUMO level: 0.42 eV
- Highest occupied orbital energy: -8.06 eV
- Gap between HOMO and LUMO: 8.48 eV


2.
Below is one molecule with the formula C4H8N2O at a distorted geometry, with properties calculated with ωB97M-V/def2-TZVPD.

```
! RIJCOSX wB97M-V def2-TZVPD def2/J DEFGRID3
* xyz 0 1
N -1.84609 -0.27348 1.08813
C -0.83710 0.53524 1.51972
O -0.97618 1.36410 2.40464
C 0.45388 0.49132 0.69944
N 0.56674 -0.61625 -0.19696
C 1.57022 -0.57044 -1.24551
C 0.11597 -0.27357 -1.51211
H -2.69704 -0.25123 1.62964
H -1.62489 -1.10899 0.57063
H 0.28609 1.48413 -0.13927
H 1.32232 0.50508 1.40475
H 2.21122 0.30643 -1.35521
H 2.09236 -1.52425 -1.38326
H -0.08114 0.91987 -1.44885
H -0.55634 -0.98797 -2.03577
*
```

Results
- Structure (SMILES): NC(=O)CN1CC1
- Relative energy (zero: lowest compared OMol25 entry of this formula, charge and spin): 68.0 kcal/mol
- LUMO level: 0.98 eV
- Highest occupied orbital energy: -9.54 eV
- Gap between HOMO and LUMO: 10.52 eV


3.
Below is a 14-piece molecular cluster, C3H36N2O14 overall at a distorted geometry, with properties calculated with ωB97M-V/def2-TZVPD.

```
! RIJCOSX wB97M-V def2-TZVPD def2/J DEFGRID3
* xyz 1 2
C -0.52423 -0.29731 0.84894
C -1.36317 -1.35801 1.47693
O -2.63220 -0.74972 1.86778
N -0.71648 0.01080 -0.59639
C 0.24315 0.87112 -1.15818
N 0.25278 2.20864 -0.58593
H 0.50271 -0.70247 0.92239
H -0.52909 0.67629 1.35912
H -1.73476 -2.12335 0.78889
H -1.07785 -1.96200 2.35854
H -2.54347 -0.38799 2.75497
H -1.67837 0.31581 -0.74110
H -0.01110 1.11314 -2.24919
H 1.27042 0.44056 -1.15396
H -0.71851 2.59482 -0.63110
H 0.86091 2.89569 -1.04625
H -1.83935 2.44159 -1.31607
H -2.18700 3.86463 -0.86401
O -1.57855 3.37373 -1.43038
H -3.81945 1.99399 1.33599
H -2.32252 1.97190 1.46479
O -3.03304 2.40126 0.96829
H 2.05402 -4.05547 -0.53635
H 0.68629 -3.41781 -0.42169
O 1.59614 -3.33102 -0.09181
H -3.01918 -3.45575 -1.01590
H -1.75405 -3.86587 -0.43570
O -2.69181 -3.79978 -0.17987
H -3.29918 0.62418 -1.38588
H -3.14646 1.71694 -2.64465
O -2.74942 1.03473 -2.08700
H 4.26083 -1.40300 0.95218
H 3.09404 -2.27258 0.02627
O 3.93810 -1.80656 0.14598
H -0.84359 -1.88374 -1.31337
H -0.21869 -2.60921 -2.44882
O -0.71252 -2.79945 -1.63822
H 1.11686 3.18077 1.08722
H 2.19178 4.38018 0.83789
O 1.91055 3.64943 1.39798
H 2.81395 -0.42252 -2.77567
H 3.67327 -1.60297 -2.32504
O 2.99785 -1.33629 -2.97135
H -3.78951 -0.48364 0.47046
H -4.78402 -0.83313 -0.60011
O -4.31773 -0.07197 -0.24687
H 3.56682 -0.15344 -0.29377
H 3.36981 1.35331 -0.28810
O 3.60617 0.64424 -0.88519
H 2.36876 2.23499 3.27452
H 2.73744 2.14796 1.82807
O 2.73634 1.60317 2.64455
H 2.97291 -0.13856 2.62557
H 1.94574 -1.31665 2.43825
O 2.86762 -1.10361 2.48235
*
```

Results
- Relative energy (zero: lowest compared OMol25 entry of this formula, charge and spin): 35.9 kcal/mol
- LUMO level (alpha / beta): -3.27 / -7.97 eV
- Highest occupied orbital energy (alpha / beta): -13.31 / -13.31 eV
- ⟨S²⟩: 0.754
- Gap between HOMO and LUMO (alpha / beta): 10.04 / 5.34 eV


4.
Below is an isolated ion of composition C24H34N5 and charge +1 at a distorted geometry, with properties calculated with ωB97M-V/def2-TZVPD.

```
! RIJCOSX wB97M-V def2-TZVPD def2/J DEFGRID3
* xyz 1 1
C 4.96790 -3.86525 2.27327
N 3.64607 -3.52122 2.72221
C 3.11035 -3.94722 4.00462
C 1.67160 -3.34335 4.01523
C 1.57263 -2.59064 2.73906
C 2.77284 -2.76246 2.01477
C 2.96574 -2.19461 0.74632
C 1.91042 -1.47105 0.20244
C 0.72620 -1.25946 0.92389
C -0.41402 -0.40019 0.38136
C -0.37537 -0.24003 -1.12493
C -1.28510 -0.96424 -1.91925
C -1.46116 -0.58222 -3.24215
C -0.54556 0.32070 -3.82269
N -0.97476 0.68031 -5.06076
C -0.32639 1.64499 -5.91329
C -2.31748 0.19320 -5.33850
C -2.63432 -0.73839 -4.14044
C 0.54200 0.83864 -3.09998
C 0.55409 0.63370 -1.71962
C 0.58271 -1.77057 2.21961
H 5.14252 -3.37823 1.31096
H 5.73383 -3.52135 2.98376
H 5.08441 -4.94916 2.13558
H 3.08183 -5.04674 4.08406
H 3.71680 -3.56994 4.84408
H 0.93552 -4.15591 4.09002
H 1.52868 -2.69235 4.88892
H 3.89803 -2.31118 0.20852
H 2.01676 -1.07695 -0.80377
H -1.34873 -0.89833 0.67850
H -1.92118 -1.73060 -1.46220
H 0.75750 1.59074 -5.75889
H -0.55069 1.41429 -6.96380
H -0.65921 2.67607 -5.70762
H -3.03736 1.03132 -5.38908
H -2.36235 -0.33142 -6.30380
H -2.79684 -1.76528 -4.47944
H -3.55749 -0.41002 -3.63707
H 1.29818 1.43700 -3.59878
H 1.30181 1.13814 -1.08891
H -0.32314 -1.56754 2.79749
C -2.98382 3.39332 0.56834
N -2.34865 2.07749 0.60466
C -3.04642 1.04613 -0.14386
C -1.17844 1.90899 1.21498
N -0.33854 0.85412 1.08028
N -0.72925 2.87897 2.05949
C -1.60802 3.51716 3.03123
C 0.69274 3.00955 2.36179
H -2.23018 4.18804 0.57469
H -3.55325 3.47387 -0.36447
H -3.67135 3.53673 1.41693
H -2.45552 0.72582 -1.00136
H -3.32297 0.18795 0.48892
H -3.95566 1.48736 -0.57177
H 0.39478 0.92363 1.77876
H -2.52871 2.94624 3.17590
H -1.08712 3.56231 3.99537
H -1.86674 4.53770 2.71654
H 1.31078 2.72181 1.50395
H 0.89180 4.06936 2.57966
H 0.98730 2.41027 3.24027
*
```

Results
- Structure (SMILES): CN(C)C(NC(c1ccc2c(c1)CCN2C)c1ccc2c(c1)CCN2C)=[N+](C)C
- LUMO level: -2.07 eV
- Highest occupied orbital energy: -9.35 eV
- Gap between HOMO and LUMO: 7.28 eV


What did the second record say?
Below is one molecule with the formula C4H8N2O at a distorted geometry, with properties calculated with ωB97M-V/def2-TZVPD.

```
! RIJCOSX wB97M-V def2-TZVPD def2/J DEFGRID3
* xyz 0 1
N -1.84609 -0.27348 1.08813
C -0.83710 0.53524 1.51972
O -0.97618 1.36410 2.40464
C 0.45388 0.49132 0.69944
N 0.56674 -0.61625 -0.19696
C 1.57022 -0.57044 -1.24551
C 0.11597 -0.27357 -1.51211
H -2.69704 -0.25123 1.62964
H -1.62489 -1.10899 0.57063
H 0.28609 1.48413 -0.13927
H 1.32232 0.50508 1.40475
H 2.21122 0.30643 -1.35521
H 2.09236 -1.52425 -1.38326
H -0.08114 0.91987 -1.44885
H -0.55634 -0.98797 -2.03577
*
```

Results
- Structure (SMILES): NC(=O)CN1CC1
- Relative energy (zero: lowest compared OMol25 entry of this formula, charge and spin): 68.0 kcal/mol
- LUMO level: 0.98 eV
- Highest occupied orbital energy: -9.54 eV
- Gap between HOMO and LUMO: 10.52 eV